[1]
# C48H96O34

12 unconnected molecules or ions with the total composition C48H96O34 at a distorted geometry (the ωB97M-V functional and the def2-TZVPD basis, OMol25).

Properties
E_tot   -120943.662 eV
Max |F|   0.062 Eh/bohr
SMILES string   CCOC(=O)OC.CCOC(=O)OC.CCOC(=O)OC.CCOC(=O)OC.CCOC(=O)OC.CCOC(=O)OC.CCOC(=O)OC.CCOC(=O)OC.CCOC(=O)OC.CCOC(=O)OC.CCOC(=O)OC.C1CCOC1
ΔE to the lowest compared entry with this formula, charge and spin   42.1 kcal/mol

Each line ends with the Löwdin charge.
Positions of all 178 atoms, in Å:
C 7.819 17.683 -2.734  -0.047
C 7.474 17.641 -1.274  -0.138
O 8.098 16.391 -0.827  -0.014
C 9.358 16.435 -0.402  -0.607
O 9.979 17.427 -0.199  0.155
O 9.809 15.156 -0.355  0.007
C 8.921 14.059 -0.356  -0.068
H 8.877 17.708 -2.999  0.095
H 7.197 18.372 -3.312  0.052
H 7.553 16.766 -3.274  0.067
H 6.423 17.405 -1.120  0.104
H 7.739 18.464 -0.614  0.130
H 8.838 13.611 -1.345  0.069
H 7.951 14.254 0.099  0.074
H 9.329 13.284 0.301  0.101
C 4.951 10.779 -7.663  -0.031
C 5.799 11.996 -7.974  -0.195
O 4.976 13.162 -7.910  0.035
C 4.451 13.632 -9.033  -0.675
O 4.422 13.028 -10.083  0.115
O 3.961 14.826 -8.772  -0.034
C 3.207 15.489 -9.792  -0.029
H 3.927 10.896 -8.007  0.070
H 4.878 10.672 -6.575  0.057
H 5.452 9.868 -7.988  0.090
H 6.236 11.821 -8.960  0.130
H 6.646 12.090 -7.297  0.092
H 2.188 15.116 -9.683  0.102
H 3.575 15.282 -10.795  0.117
H 3.166 16.565 -9.664  0.102
C 9.004 20.591 -4.925  -0.058
C 8.300 21.391 -3.833  -0.222
O 7.014 20.851 -3.737  -0.002
C 5.952 21.501 -3.276  -0.591
O 5.935 22.585 -2.769  0.162
O 4.960 20.656 -3.527  -0.014
C 3.616 21.037 -3.314  -0.047
H 8.530 20.837 -5.873  0.084
H 8.970 19.565 -4.566  0.057
H 10.022 20.975 -5.007  0.084
H 8.326 22.433 -4.168  0.129
H 8.839 21.335 -2.884  0.134
H 2.964 20.212 -3.611  0.087
H 3.245 21.952 -3.765  0.103
H 3.308 21.019 -2.263  0.093
C -1.076 10.491 -6.138  -0.058
C -1.633 11.681 -5.419  -0.211
O -1.214 11.540 -4.063  0.044
C -1.275 12.515 -3.177  -0.625
O -1.068 12.313 -2.009  0.128
O -1.541 13.689 -3.726  -0.010
C -1.931 14.795 -2.929  -0.031
H -1.328 9.543 -5.666  0.092
H 0.014 10.548 -6.216  0.073
H -1.387 10.532 -7.185  0.058
H -2.689 11.772 -5.690  0.135
H -1.182 12.567 -5.877  0.102
H -1.571 15.697 -3.417  0.093
H -1.695 14.760 -1.868  0.094
H -3.019 14.921 -2.913  0.094
C -2.812 16.858 -7.801  -0.050
C -1.760 15.750 -7.659  -0.202
O -0.514 16.281 -8.152  0.032
C 0.245 16.901 -7.268  -0.606
O 0.033 16.945 -6.088  0.138
O 1.320 17.358 -7.924  -0.009
C 2.432 17.895 -7.241  -0.029
H -3.830 16.484 -7.718  0.076
H -2.650 17.403 -8.729  0.081
H -2.625 17.584 -7.006  0.075
H -1.974 14.950 -8.368  0.100
H -1.770 15.182 -6.731  0.119
H 2.909 17.122 -6.638  0.088
H 2.169 18.743 -6.608  0.108
H 3.139 18.176 -8.020  0.067
C 1.627 10.362 -2.975  -0.042
C 3.026 9.720 -2.893  -0.209
O 2.950 8.370 -3.305  0.070
C 2.919 8.158 -4.604  -0.608
O 3.150 8.971 -5.466  0.105
O 2.516 6.917 -4.843  0.019
C 2.611 6.474 -6.189  -0.046
H 1.299 10.475 -4.005  0.063
H 1.649 11.379 -2.581  0.069
H 1.067 9.707 -2.309  0.096
H 3.445 9.955 -1.918  0.113
H 3.681 10.293 -3.556  0.096
H 1.931 5.618 -6.215  0.094
H 3.535 6.023 -6.554  0.096
H 2.258 7.257 -6.855  0.090
C 7.185 14.897 -5.379  -0.054
C 7.878 13.679 -5.965  -0.208
O 9.104 13.490 -5.247  0.065
C 9.204 12.520 -4.336  -0.580
O 8.422 11.632 -4.130  0.083
O 10.333 12.703 -3.667  0.013
C 10.643 11.764 -2.627  -0.013
H 7.716 15.812 -5.617  0.085
H 7.010 14.832 -4.306  0.064
H 6.190 14.956 -5.828  0.071
H 8.267 13.891 -6.964  0.136
H 7.222 12.821 -6.109  0.069
H 11.698 11.880 -2.406  0.099
H 10.431 10.759 -2.986  0.099
H 10.032 11.980 -1.752  0.071
C 2.401 13.495 -4.372  -0.027
C 3.080 14.466 -5.315  -0.156
O 2.941 15.790 -4.782  0.010
C 3.820 16.361 -3.971  -0.602
O 4.978 16.055 -3.865  0.130
O 3.211 17.334 -3.324  0.032
C 3.852 17.829 -2.166  -0.048
H 1.326 13.429 -4.554  0.075
H 2.396 13.775 -3.312  0.096
H 2.924 12.542 -4.295  0.062
H 2.785 14.447 -6.361  0.110
H 4.167 14.329 -5.281  0.093
H 4.730 18.370 -2.524  0.077
H 4.207 17.072 -1.463  0.100
H 3.320 18.503 -1.497  0.085
C 3.472 19.554 2.804  -0.066
C 4.316 19.215 1.601  -0.210
O 4.881 17.920 1.720  0.026
C 6.031 17.718 2.338  -0.621
O 6.658 18.576 2.911  0.130
O 6.377 16.456 2.224  0.023
C 7.611 15.969 2.703  -0.030
H 3.859 19.267 3.783  0.083
H 2.459 19.158 2.726  0.077
H 3.335 20.636 2.898  0.083
H 5.160 19.879 1.407  0.129
H 3.590 19.252 0.788  0.108
H 8.478 16.625 2.777  0.109
H 8.015 15.204 2.036  0.073
H 7.405 15.418 3.620  0.101
C 6.630 14.680 -10.137  -0.029
C 5.980 15.975 -9.766  -0.192
O 6.212 16.199 -8.367  0.037
C 5.805 17.369 -7.854  -0.560
O 5.012 18.077 -8.404  0.110
O 6.230 17.405 -6.586  -0.010
C 6.155 18.649 -5.879  -0.013
H 6.215 13.901 -9.489  0.041
H 7.691 14.661 -9.876  0.096
H 6.475 14.372 -11.168  0.104
H 4.897 15.838 -9.812  0.048
H 6.379 16.796 -10.360  0.143
H 7.156 18.812 -5.491  0.062
H 5.386 18.450 -5.133  0.088
H 5.924 19.593 -6.377  0.110
C 5.915 12.558 -3.948  -0.049
C 6.404 11.833 -2.710  -0.173
O 5.313 11.534 -1.830  0.025
C 5.141 12.345 -0.791  -0.603
O 5.572 13.473 -0.731  0.119
O 4.309 11.773 0.063  0.000
C 3.921 12.568 1.206  -0.009
H 5.198 11.984 -4.537  0.080
H 6.757 12.725 -4.627  0.021
H 5.561 13.577 -3.787  0.068
H 7.247 12.333 -2.240  0.108
H 6.771 10.857 -3.028  0.125
H 2.926 12.173 1.401  0.096
H 3.900 13.631 0.990  0.091
H 4.598 12.317 2.021  0.096
C -0.282 11.144 -9.549  -0.169
C 1.122 11.564 -9.115  -0.131
C 0.847 12.663 -8.077  -0.172
O -0.557 12.919 -8.099  -0.173
C -1.064 12.418 -9.325  -0.217
H -0.735 10.343 -8.961  0.091
H -0.455 10.813 -10.576  0.118
H 1.729 11.965 -9.926  0.109
H 1.635 10.698 -8.698  0.103
H 1.313 13.628 -8.298  0.102
H 1.187 12.321 -7.096  0.110
H -0.887 13.081 -10.184  0.126
H -2.142 12.259 -9.296  0.126

[2]
# C24H48CuO28S6

A molecular structure, C24H48CuO28S6 at a distorted geometry (the ωB97M-V functional and the def2-TZVPD basis, OMol25).

Properties
Spin multiplicity   2
E_tot   -192642.119 eV
Max |F|   0.195 Eh/bohr
Total charge   -2

Each line ends with the Mulliken spin population.
Positions of all 107 atoms, in Å:
Cu 10.942 0.493 -11.347  0.786
S 10.006 -1.545 -9.847  0.000
O 8.826 -2.318 -10.141  0.005
O 10.678 -1.962 -8.612  0.002
O 10.937 -1.552 -10.934  0.066
O 9.623 -0.112 -9.866  0.010
S 9.737 2.434 -12.794  -0.018
O 9.865 3.078 -14.071  0.014
O 8.588 3.256 -12.320  0.008
O 9.476 0.989 -12.843  0.050
O 10.850 2.561 -11.933  0.078
C 15.856 2.974 -14.065  0.000
C 15.889 3.027 -15.636  0.000
C 14.433 3.355 -15.937  0.000
O 13.895 4.066 -14.825  0.000
C 14.490 3.530 -13.647  0.000
H 16.589 3.678 -13.671  0.000
H 16.005 1.958 -13.701  0.000
H 16.199 2.074 -16.066  0.000
H 16.631 3.776 -15.914  0.000
H 13.801 2.474 -16.048  0.000
H 14.423 3.875 -16.895  0.000
H 13.739 2.826 -13.288  -0.001
H 14.555 4.207 -12.795  0.000
C 13.923 1.890 -8.597  0.001
C 14.514 0.521 -8.660  0.000
C 13.609 -0.302 -9.614  -0.002
O 12.713 0.725 -10.092  0.011
C 13.138 2.072 -9.883  -0.006
H 14.685 2.667 -8.540  0.001
H 13.407 2.021 -7.645  0.000
H 14.604 0.150 -7.639  0.000
H 15.533 0.466 -9.042  0.000
H 13.035 -1.150 -9.240  0.000
H 14.267 -0.723 -10.374  0.001
H 12.255 2.660 -9.630  0.003
H 13.661 2.577 -10.694  0.000
C 12.508 -1.774 -14.411  0.001
C 13.803 -1.386 -13.699  -0.001
C 13.599 0.014 -13.231  -0.001
O 12.210 0.135 -13.098  0.002
C 11.623 -0.556 -14.206  -0.005
H 12.064 -2.620 -13.887  0.000
H 12.558 -2.131 -15.439  0.000
H 14.761 -1.683 -14.124  0.000
H 13.798 -2.103 -12.878  0.000
H 13.966 0.734 -13.961  0.000
H 14.102 0.177 -12.277  0.000
H 11.704 0.138 -15.043  0.000
H 10.566 -0.706 -13.986  0.003
C 12.114 6.798 -12.903  0.000
C 11.269 8.005 -13.249  0.000
C 9.831 7.486 -13.395  0.000
O 9.974 6.089 -13.246  0.000
C 11.098 5.816 -12.371  -0.002
H 12.865 6.998 -12.138  0.000
H 12.694 6.436 -13.751  0.000
H 11.657 8.435 -14.173  0.000
H 11.179 8.697 -12.412  0.000
H 9.249 7.668 -14.299  0.000
H 9.166 7.889 -12.631  0.000
H 11.557 4.828 -12.411  0.002
H 10.858 5.901 -11.311  0.000
C 10.454 -0.817 -5.693  0.000
C 11.869 -0.363 -6.043  0.000
O 12.743 -1.195 -5.258  0.000
S 11.940 -2.329 -4.255  0.000
O 11.847 -1.765 -2.930  0.000
O 12.538 -3.658 -4.462  0.000
O 10.588 -2.175 -5.090  0.000
H 9.811 -0.894 -6.570  0.000
H 9.856 -0.291 -4.949  0.000
H 11.931 0.708 -5.854  0.000
H 12.132 -0.597 -7.075  0.000
C 8.106 2.327 -8.814  -0.002
C 9.277 2.433 -7.808  0.001
O 9.470 3.794 -7.460  0.000
S 8.281 4.736 -7.987  0.000
O 8.698 5.459 -9.164  0.000
O 7.574 5.455 -6.908  0.000
O 7.330 3.463 -8.570  0.000
H 7.519 1.409 -8.815  0.001
H 8.400 2.398 -9.861  -0.002
H 10.179 1.886 -8.085  -0.001
H 8.929 2.003 -6.869  0.000
C 10.570 -4.789 -12.282  -0.003
C 9.271 -5.307 -11.759  0.000
O 8.394 -5.329 -12.814  0.000
S 9.067 -5.341 -14.329  0.000
O 8.506 -4.303 -15.157  0.000
O 9.188 -6.709 -14.840  0.000
O 10.535 -4.753 -13.708  0.000
H 11.431 -5.429 -12.087  0.000
H 10.821 -3.762 -12.018  0.000
H 8.828 -4.604 -11.054  0.000
H 9.354 -6.286 -11.287  0.000
C 6.061 -2.047 -11.754  0.000
C 6.654 -1.231 -12.913  0.000
O 5.972 -1.733 -14.047  0.000
S 4.357 -2.005 -13.732  0.000
O 3.882 -3.232 -14.429  0.000
O 3.484 -0.872 -13.798  0.000
O 4.762 -2.299 -12.148  0.000
H 6.012 -1.372 -10.900  0.000
H 6.754 -2.882 -11.648  0.000
H 7.719 -1.389 -13.086  -0.001
H 6.475 -0.156 -12.901  0.000